Molecular formula: C5H7N2S
Method: DFT, ωB97M-V with the def2-TZVPD basis set

Values from the calculation:
* total charge: +1
* frontier orbital gap: 9.7 eV
* E_LUMO: -3.4 eV
* highest occupied orbital energy: -13.076 eV
* relative energy (zero: lowest compared OMol25 entry of this formula, charge and spin): 9.78 kcal/mol

Atoms and positions in Å:
C1 2.06142 -1.32274 0.12697
C2 1.05053 -1.11243 -0.74120
C3 0.77303 0.16523 1.11119
C4 -0.96615 0.54674 -0.51597
C5 -1.57118 1.09812 0.75988
N1 2.00210 -0.38766 1.21071
N2 0.18806 -0.22838 -0.13008
S1 -0.16330 1.23364 2.02248
H1 2.85147 -1.88644 -0.17957
H2 0.89444 -1.71283 -1.52720
H3 -1.86146 0.03222 -1.01905
H4 -0.68889 1.45851 -1.22716
H5 -1.98172 2.07214 0.71837
H6 -2.24952 0.36801 1.13783
H7 2.60461 -0.31569 2.02748

Cartesian forces (eV/Å) of the 3 atoms listed first:
C -0.7 2.3 -0.1
C 0.6 1.4 4.2
C -0.3 -0.7 -2.9